[1]
ORCA calculation (ωB97M-V/def2-TZVPD) on a molecular structure, C7H20ClO7PRuSi.

Results
Frontier orbital gap (alpha / beta)   8.732 / 6.989 eV
HOMO (alpha / beta)   -16.98 / -17.66 eV
Spin multiplicity   5
Net charge   +2

Geometry as XYZ:
```
38
C7H20ClO7PRuSi | the OMol25 dataset | ωB97M-V/def2-TZVPD
Ru 0.294 0.250 -0.289
O 2.093 2.588 1.455
Cl 1.146 1.669 1.952
O 0.834 1.773 3.314
O -0.144 1.765 1.114
O 1.543 0.256 1.580
C -2.564 -3.228 0.746
O -1.480 -2.256 0.486
P -1.422 -0.822 1.049
O -1.295 -0.763 2.576
C -0.334 -1.416 3.480
O -2.758 -0.110 0.701
C -3.381 1.007 1.435
H -2.379 -3.693 1.708
H -2.502 -3.956 -0.051
H -3.518 -2.709 0.731
H -0.465 -0.930 4.437
H 0.677 -1.271 3.115
H -0.584 -2.470 3.543
H -3.636 0.669 2.433
H -4.270 1.257 0.873
H -2.699 1.850 1.480
C -0.031 -0.861 -2.301
Si 0.200 1.001 -2.900
C 1.050 1.080 -4.519
C -1.376 1.884 -2.553
C 1.459 1.535 -1.537
H -1.061 -1.187 -2.179
H 0.572 -1.204 -1.404
H 0.447 -1.497 -3.051
H 0.334 0.809 -5.303
H 1.896 0.394 -4.551
H 1.403 2.095 -4.710
H -2.211 1.417 -3.081
H -1.314 2.928 -2.869
H -1.618 1.890 -1.485
H 1.462 2.563 -1.179
H 2.467 1.118 -1.617
```

Okay, here come the Mulliken numbers, in e, for every atom: 0.267, -0.485, 1.881, -0.489, -0.579, -0.663, -0.663, -0.236, 1.109, -0.256, -0.620, -0.237, -0.651, 0.283, 0.257, 0.345, 0.265, 0.312, 0.280, 0.318, 0.259, 0.316, -1.214, 0.082, -0.996, -0.809, -0.734, 0.476, 0.591, 0.471, 0.369, 0.385, 0.378, 0.388, 0.388, 0.288, 0.472, 0.450

[2]
ORCA calculation (ωB97M-V/def2-TZVPD) on a molecular structure, C30H53Cl2N4O7P2SeSi2Ti.

Results
Frontier orbital gap (alpha / beta)   5.835 / 5.864 eV
HOMO (alpha / beta)   -3.63 / -3.66 eV
Spin multiplicity   3
Net charge   -1

Geometry as XYZ:
```
102
C30H53Cl2N4O7P2SeSi2Ti | the OMol25 dataset | ωB97M-V/def2-TZVPD
Ti 0.945 1.152 -0.288
C -1.645 3.111 1.766
Si 0.189 3.432 2.101
C 0.729 2.605 3.701
C 0.103 5.268 2.551
N 1.215 2.927 0.801
C 2.090 3.749 0.077
C 2.450 5.046 0.449
C 3.334 5.828 -0.288
C 3.909 5.308 -1.429
C 3.601 4.003 -1.803
C 2.716 3.199 -1.086
N 2.436 1.860 -1.421
Si 3.319 1.072 -2.706
C 2.736 -0.662 -3.142
C 3.286 1.934 -4.390
C 5.118 0.925 -2.183
H -2.157 2.867 2.703
H -1.850 2.316 1.056
H -2.074 4.036 1.369
H -0.090 2.548 4.426
H 1.536 3.198 4.141
H 1.111 1.595 3.548
H -0.757 5.363 3.222
H -0.076 5.907 1.684
H 0.981 5.647 3.078
H 2.049 5.458 1.360
H 3.573 6.830 0.051
H 4.605 5.889 -2.023
H 4.084 3.597 -2.678
H 1.702 -0.878 -2.879
H 3.340 -1.405 -2.621
H 2.860 -0.795 -4.221
H 2.258 2.173 -4.669
H 3.698 1.233 -5.122
H 3.861 2.858 -4.462
H 5.158 0.393 -1.228
H 5.597 1.896 -2.047
H 5.696 0.357 -2.919
C -3.524 1.397 -2.139
C -2.289 1.304 -3.013
O -2.677 1.502 -4.369
P -1.366 -0.299 -2.881
O -2.474 -1.446 -3.000
O -0.583 -0.431 -4.249
O -0.539 -0.423 -1.659
P -0.929 2.444 -2.542
O -1.524 3.918 -2.730
O 0.105 2.146 -3.581
O -0.666 2.198 -1.069
H -4.197 0.554 -2.304
H -4.048 2.318 -2.396
H -3.246 1.446 -1.087
H -1.874 1.735 -4.859
H -2.112 -2.287 -2.681
H 0.086 0.294 -4.255
H -0.868 4.589 -2.480
Cl 2.112 -0.991 -0.106
C 4.665 0.048 2.295
Cl 3.733 1.386 1.881
H 5.439 -0.254 1.607
H 4.242 -0.651 3.001
C 0.345 -5.492 4.028
C -0.322 -4.123 4.121
C 0.595 -2.963 3.740
C 1.028 -2.957 2.280
N -0.120 -2.835 1.379
C -0.900 -1.740 1.250
Se -0.559 -0.058 1.896
N -1.925 -2.052 0.418
C -3.040 -1.163 0.104
C -3.982 -0.979 1.287
C -4.680 -2.259 1.740
C -5.631 -2.845 0.701
C -1.749 -3.336 -0.064
C -2.465 -4.089 -0.987
C -1.988 -5.355 -1.282
C -0.832 -5.857 -0.672
C -0.122 -5.106 0.250
C -0.596 -3.836 0.544
H -0.283 -6.275 4.456
H 1.297 -5.500 4.565
H 0.549 -5.778 2.994
H -0.679 -3.966 5.141
H -1.212 -4.103 3.483
H 1.503 -2.988 4.351
H 0.103 -2.012 3.951
H 1.522 -3.890 2.011
H 1.711 -2.141 2.048
H -3.554 -1.598 -0.752
H -2.606 -0.215 -0.207
H -4.724 -0.227 1.000
H -3.407 -0.552 2.110
H -5.236 -2.044 2.656
H -3.925 -3.004 2.013
H -6.304 -2.077 0.310
H -6.248 -3.640 1.125
H -5.098 -3.278 -0.147
H -3.358 -3.703 -1.463
H -2.513 -5.966 -2.005
H -0.480 -6.845 -0.935
H 0.785 -5.489 0.697
```

Mulliken atomic charge list, values in e, 99 entries: 0.541, -0.202, -0.273, -0.899, -1.601, 1.575, 0.131, -0.684, -1.018, -1.144, -0.408, 0.402, 1.370, 0.467, -0.823, -1.306, -1.150, 0.383, -0.494, 0.351, 0.307, 0.289, 0.152, 0.394, 0.366, 0.381, 0.329, 0.369, 0.396, 0.041, -0.095, 0.324, 0.369, 0.172, 0.434, 0.465, 0.105, 0.347, 0.352, -1.622, 0.915, -0.686, 0.179, -0.600, -0.579, 0.181, -0.213, -0.547, -0.571, 0.118, 0.319, 0.489, 0.148, 0.490, 0.378, 0.333, 0.433, -0.870, -0.791, 0.182, 0.313, 0.305, -1.190, -0.052, -0.442, -0.965, 1.372, -0.753, -0.805, 1.657, -0.504, -0.754, -0.090, -1.167, 1.024, -0.833, -1.206, -0.949, -1.041, 0.556, 0.403, 0.305, 0.189, 0.497, -0.139, 0.643, 0.046, 0.611, -0.173, 0.874, -1.020, 0.549, 0.183, 0.491, -0.062, 0.293, 0.422, 0.170, 0.495

[3]
ORCA calculation (ωB97M-V/def2-TZVPD) on 2 unconnected molecules or ions with the total composition C6H13ClS4.

Results
Frontier orbital gap   8.062 eV
SMILES   CCCCC(S)(S)C(=S)Cl.S
HOMO   -8.99 eV
Spin multiplicity   1

Geometry as XYZ:
```
24
C6H13ClS4 | the OMol25 dataset | ωB97M-V/def2-TZVPD
C 3.624 -0.397 -0.149
C 2.755 0.696 -0.724
C 1.193 0.438 -0.745
C 0.451 0.165 0.566
C -0.987 -0.437 0.328
S -0.606 -2.179 -0.123
S -1.929 -0.418 1.941
C -1.858 0.184 -0.651
S -2.997 -0.373 -1.588
Cl -1.992 1.888 -0.181
H 4.695 -0.059 -0.195
H 3.628 -1.391 -0.594
H 3.582 -0.599 0.945
H 2.953 1.554 -0.070
H 3.084 1.008 -1.742
H 0.771 1.275 -1.293
H 1.145 -0.280 -1.563
H 0.990 -0.623 1.110
H 0.428 1.160 1.099
H -1.656 -2.264 -0.920
H -1.350 -1.382 2.622
S -4.938 0.198 0.828
H -6.329 0.313 0.416
H -4.659 1.525 0.683
```

Okay, here come the Mulliken numbers, in e, for every atom: -1.181, -0.531, -0.548, -1.014, 0.678, -0.126, -0.149, -0.388, -0.114, -0.107, 0.345, 0.322, 0.306, 0.272, 0.329, 0.388, 0.431, 0.514, 0.275, 0.145, 0.138, -0.325, 0.168, 0.173

[4]
ORCA calculation (ωB97M-V/def2-TZVPD) on a gas-phase ion, C17H23N2O (charge +1).

Results
Frontier orbital gap   8.580 eV
SMILES   OCCNCC[NH2+]Cc1ccc(-c2ccccc2)cc1
HOMO   -10.91 eV
Spin multiplicity   1
Net charge   +1

Geometry as XYZ:
```
43
C17H23N2O | the OMol25 dataset | ωB97M-V/def2-TZVPD
O -4.417 -1.530 1.148
C -5.760 -1.389 0.703
C -5.751 -0.407 -0.470
N -5.117 0.824 -0.025
C -4.350 1.607 -0.975
C -2.969 1.857 -0.322
N -2.625 0.609 0.388
C -1.873 -0.394 -0.398
C -0.374 -0.259 -0.270
C 0.416 -1.345 -0.633
C 1.791 -1.279 -0.547
C 2.423 -0.125 -0.084
C 3.886 -0.053 0.018
C 4.692 -0.597 -0.981
C 6.069 -0.524 -0.886
C 6.661 0.083 0.209
C 5.869 0.621 1.209
C 4.491 0.559 1.114
C 1.627 0.958 0.280
C 0.248 0.896 0.185
H -4.396 -2.181 1.857
H -6.167 -2.350 0.375
H -6.384 -0.998 1.516
H -5.150 -0.835 -1.275
H -6.774 -0.267 -0.837
H -5.754 1.386 0.524
H -4.814 2.561 -1.232
H -4.224 1.040 -1.900
H -2.217 2.113 -1.066
H -3.048 2.669 0.401
H -2.109 0.781 1.253
H -3.613 0.236 0.617
H -2.169 -0.303 -1.446
H -2.178 -1.385 -0.052
H -0.056 -2.251 -0.985
H 2.384 -2.138 -0.819
H 4.236 -1.054 -1.847
H 6.683 -0.941 -1.670
H 7.736 0.135 0.284
H 6.326 1.090 2.068
H 3.879 0.963 1.906
H 2.092 1.870 0.622
H -0.319 1.773 0.463
```

Okay, here come the Mulliken numbers, in e, for every atom: -0.520, -0.536, -0.621, -0.312, -0.842, -0.707, 0.091, -0.655, 1.213, -0.929, -0.802, 0.292, 0.421, -0.420, -0.607, -0.428, -0.597, -0.445, -1.195, -0.367, 0.290, 0.395, 0.328, 0.285, 0.405, 0.208, 0.441, 0.324, 0.418, 0.430, 0.474, 0.365, 0.315, 0.452, 0.407, 0.505, 0.467, 0.384, 0.382, 0.383, 0.467, 0.509, 0.329

[5]
ORCA calculation (ωB97M-V/def2-TZVPD) on a molecular structure, C4H4N2O.

Results
Frontier orbital gap   9.774 eV
HOMO   -10.50 eV
Spin multiplicity   1

Geometry as XYZ:
```
11
C4H4N2O | the OMol25 dataset | ωB97M-V/def2-TZVPD
C -1.354 -0.022 -0.151
C -0.407 1.267 -0.030
C 0.507 0.119 0.687
C 1.840 0.031 0.161
H -0.835 2.196 0.370
H -0.088 1.316 -1.237
H 0.511 0.239 1.837
H -0.721 -1.617 1.122
N -0.210 -0.911 -0.059
N 2.827 -0.242 -0.525
O -2.589 -0.305 -0.251
```

Okay, here come the Mulliken numbers, in e, for every atom: 0.423, -0.502, 0.281, 0.067, 0.330, 0.263, 0.340, 0.362, -0.546, -0.465, -0.554

[6]
ORCA calculation (ωB97M-V/def2-TZVPD) on a molecular structure, C25H17F9MnNO6S.

Results
Frontier orbital gap (alpha / beta)   5.191 / 6.985 eV
HOMO (alpha / beta)   -8.26 / -8.26 eV
Spin multiplicity   5

Geometry as XYZ:
```
60
C25H17F9MnNO6S | the OMol25 dataset | ωB97M-V/def2-TZVPD
Mn -0.370 1.038 -1.733
O 5.001 -3.073 0.135
C 3.855 -3.422 -0.181
O 3.217 -4.469 0.014
C 3.013 -2.294 -0.847
C 3.472 -0.984 -0.831
C 2.610 0.045 -1.154
N 1.347 -0.181 -1.523
C 0.925 -1.458 -1.643
C 1.718 -2.534 -1.308
C -0.496 -1.634 -2.113
O -0.998 -2.694 -2.343
O -1.189 -0.476 -2.262
H 4.487 -0.804 -0.500
H 2.918 1.083 -1.102
H 1.347 -3.548 -1.343
O -0.856 0.983 0.114
S -1.168 -0.338 0.887
C 0.151 -0.496 2.119
C 0.132 -1.897 2.663
C -0.782 -2.268 3.645
C -0.844 -3.584 4.076
C -0.001 -4.537 3.519
C 0.918 -4.175 2.545
C 0.988 -2.853 2.131
C -2.619 0.137 1.864
C -2.474 1.395 2.665
C -2.524 2.639 2.041
C -2.368 3.798 2.784
C -2.169 3.726 4.156
C -2.136 2.491 4.786
C -2.287 1.330 4.043
H 0.012 0.280 2.873
H 1.053 -0.282 1.544
H -1.439 -1.528 4.088
H -1.555 -3.867 4.839
H -0.067 -5.568 3.839
H 1.556 -4.910 2.072
H 1.705 -2.571 1.373
H -2.822 -0.743 2.477
H -3.405 0.203 1.109
H -2.691 2.698 0.974
H -2.410 4.761 2.292
H -2.050 4.632 4.734
H -1.997 2.430 5.857
H -2.277 0.370 4.542
F 2.008 3.685 -3.841
C 1.690 2.632 -4.597
F 2.042 2.895 -5.853
F 2.418 1.601 -4.160
C 0.171 2.307 -4.455
O -0.090 2.134 -3.126
C -0.698 3.499 -4.962
F -0.365 4.618 -4.317
F -1.989 3.267 -4.716
F -0.553 3.710 -6.270
C -0.184 1.003 -5.237
F 0.137 1.094 -6.526
F -1.486 0.744 -5.140
F 0.471 -0.039 -4.714
```

Okay, here come the Mulliken numbers, in e, for every atom: 0.947, -0.735, 0.561, -0.701, 0.030, -0.540, -0.841, 0.595, 0.381, -0.249, 0.665, -0.586, -0.578, 0.543, 0.554, 0.619, -0.753, 0.644, -0.818, -0.313, 0.438, -0.958, -0.379, -0.734, -0.028, -1.341, 0.679, -0.290, -0.783, -0.400, -0.809, -0.123, 0.618, 0.491, 0.235, 0.421, 0.399, 0.507, 0.163, 0.599, 0.507, 0.475, 0.395, 0.395, 0.420, 0.306, -0.248, 0.503, -0.237, -0.209, 0.847, -0.824, 0.487, -0.244, -0.233, -0.220, 0.419, -0.234, -0.239, -0.196

[7]
ORCA calculation (ωB97M-V/def2-TZVPD) on a molecular structure, C9H8BrFO2S.

Results
Frontier orbital gap   9.691 eV
HOMO   -9.85 eV
Spin multiplicity   1

Geometry as XYZ:
```
22
C9H8BrFO2S | the OMol25 dataset | ωB97M-V/def2-TZVPD
C -1.478 -0.681 -2.205
C -0.448 0.215 -2.051
C -1.947 -1.514 -1.231
C 0.130 0.314 -0.779
C -1.347 -1.394 0.032
C -0.317 -0.502 0.272
C 1.458 1.520 2.518
C 1.534 0.464 1.778
C 0.436 -0.430 1.535
O 2.117 -2.441 0.450
O 0.198 -3.262 1.675
F 2.113 -2.133 2.951
S 1.168 -2.240 1.487
Br -0.764 -0.728 3.067
H -1.791 -0.836 -3.272
H -0.151 0.953 -2.715
H -2.689 -2.234 -1.311
H 0.792 1.060 -0.711
H -1.682 -1.978 0.835
H 2.472 1.982 2.742
H 0.582 2.085 2.889
H 2.538 0.123 1.454
```

Okay, here come the Mulliken numbers, in e, for every atom: -0.151, -0.937, -1.100, -0.448, 0.023, 0.382, -0.782, -0.451, 0.472, -0.533, -0.506, -0.350, 1.237, 0.043, 0.279, 0.457, 0.475, 0.552, 0.470, 0.261, 0.299, 0.309

[8]
ORCA calculation (ωB97M-V/def2-TZVPD) on C4H4N2O in the gas phase.

Results
Frontier orbital gap   8.071 eV
SMILES   N=C=C/N=C\C=O
HOMO   -8.68 eV
Spin multiplicity   1

Geometry as XYZ:
```
11
C4H4N2O | the OMol25 dataset | ωB97M-V/def2-TZVPD
N 2.320 0.252 0.794
C 1.476 -0.427 0.251
C 0.600 -1.345 -0.168
N -0.774 -1.290 -0.083
C -1.508 -0.240 -0.003
C -1.121 1.179 -0.160
O 0.008 1.599 -0.330
H 2.692 1.040 0.267
H 1.014 -2.293 -0.498
H -2.585 -0.407 0.080
H -1.983 1.878 -0.164
```

Okay, here come the Mulliken numbers, in e, for every atom: -0.453, 0.402, -0.327, -0.466, -0.084, 0.109, -0.481, 0.313, 0.349, 0.332, 0.307

Number 1: electronic energy -54159.9330 eV, strongest force on any atom 1.185 eV/Å. Number 2: electronic energy -200117.4783 eV, strongest force on any atom 0.568 eV/Å. Number 3: electronic energy -62294.3610 eV, strongest force on any atom 3.610 eV/Å. Number 4: electronic energy -23024.0972 eV, strongest force on any atom 0.701 eV/Å. Number 5: electronic energy -9235.4792 eV, strongest force on any atom 9.297 eV/Å. Number 6: electronic energy -106590.1535 eV, strongest force on any atom 0.302 eV/Å. Number 7: electronic energy -97150.3916 eV, strongest force on any atom 4.096 eV/Å. Number 8: electronic energy -9237.7698 eV, strongest force on any atom 0.623 eV/Å.